Record 1
{"formula": "C4H5NO3", "method": "ωB97M-V/def2-TZVPD", "homo_lumo_gap_ev": 10.440, "e_homo_ev": -10.88, "e_above_lowest_kj_mol": 589.33, "species": ["C", "C", "C", "C", "H", "H", "H", "H", "H", "N", "O", "O", "O"], "xyz": [[0.291255, 0.333298, 1.241771], [-0.214587, 0.296218, -0.125103], [0.614688, -0.676162, -1.070193], [-1.629033, -0.152126, -0.040938], [1.143227, -1.512757, 0.919921], [-0.585572, 0.738157, 2.056156], [1.133904, 1.255160, 1.250562], [-0.265973, 1.372627, -1.970791], [0.099003, -0.267104, -2.108833], [-2.867189, -0.034736, -0.127493], [0.736186, -1.104803, 1.735828], [0.124709, 1.382001, -0.817541], [1.419381, -1.629773, -0.943346]], "forces_ev_per_angstrom": [[1.5179, 1.2073, 5.2540], [0.7751, -4.1964, -0.7182], [-0.1229, -3.7870, -1.6301], [-9.0838, 2.0464, -1.6952], [-0.3025, 0.4499, 1.1531], [2.5868, -1.4089, -2.3386], [-1.7030, -2.9801, 0.2584], [1.5811, -0.1744, 5.4021], [1.9152, -1.7560, 1.2262], [8.7600, -1.3203, 0.7533], [-0.7136, 3.3851, -2.1211], [-2.2077, 4.1699, -5.2607], [-3.0026, 4.3644, -0.2830]]}

=====

Record 2
{"formula": "C4H7N", "method": "ωB97M-V/def2-TZVPD", "homo_lumo_gap_ev": [7.907, 7.908], "e_homo_ev": [-9.62, -9.62], "e_above_lowest_kj_mol": 405.94, "species": ["C", "C", "C", "C", "N", "H", "H", "H", "H", "H", "H", "H"], "xyz": [[0.203888, 2.381044, -0.125589], [-1.077644, -0.384900, 0.772575], [0.810180, -0.922827, -0.810247], [0.336768, -0.184555, 0.379070], [-0.296053, 3.430839, -0.194726], [-1.513976, 0.544672, 1.052754], [-1.459177, -0.817030, -0.129402], [-1.009380, -1.056539, 1.597416], [1.306794, -0.394912, -1.592874], [1.588603, -1.589836, -0.570573], [0.107953, -1.449587, -1.390002], [1.002043, 0.443632, 1.011597]], "forces_ev_per_angstrom": [[-0.4184, -1.0479, 0.0371], [1.8037, 0.2965, -1.1613], [0.4510, 0.8025, 0.1577], [0.2761, 2.7845, -0.6212], [0.3837, -0.5787, 0.0473], [-0.4924, 0.5217, 0.3127], [-1.3218, -0.3535, 0.1096], [-0.4413, -0.8400, 0.8007], [0.4893, 1.4558, -0.1190], [1.0576, -1.1409, 0.8896], [-1.5302, -0.7605, -0.0185], [-0.2574, -1.1394, -0.4348]]}

=====

Record 3
{"formula": "C2H7N4", "method": "ωB97M-V/def2-TZVPD", "homo_lumo_gap_ev": 10.514, "charge": 1, "smiles": "[H]/N=C/CNN=[NH2+]", "e_homo_ev": -14.99, "e_above_lowest_kj_mol": 378.15, "species": ["C", "C", "N", "N", "N", "N", "H", "H", "H", "H", "H", "H", "H"], "xyz": [[-1.882974, -0.149356, -0.061703], [-0.662882, -1.031919, -0.134187], [-1.599276, 1.113056, -0.086352], [0.457335, -0.060402, 0.151318], [1.589869, -0.276542, -0.333028], [2.550877, 0.472102, -0.018363], [-2.861195, -0.578519, -0.254462], [-2.474230, 1.631300, 0.017321], [-0.832241, -1.866596, 0.625651], [-0.425422, -1.508552, -0.993186], [0.331492, 0.786892, 0.677676], [3.565031, 0.134221, -0.158694], [2.243615, 1.334321, 0.568003]], "forces_ev_per_angstrom": [[1.2582, 1.8651, -2.1429], [-0.7989, 1.4875, 4.1947], [-1.9040, -1.4976, 1.1061], [0.6280, -1.7472, -0.4883], [0.1947, -2.3775, -0.2995], [0.8111, 2.2515, 1.4156], [-0.1613, -0.0639, 0.6172], [0.1493, 0.2797, -0.4037], [0.9858, 1.2026, -0.4088], [0.3826, -1.1845, -3.0925], [-0.8744, 0.4239, 0.4803], [-2.3881, 0.9462, 0.0014], [1.7169, -1.5859, -0.9796]]}

=====

Record 4
{"formula": "C33H24BrNOP2S6V", "method": "ωB97M-V/def2-TZVPD", "homo_lumo_gap_ev": [6.761, 6.799], "charge": -1, "multiplicity": 3, "e_homo_ev": [-4.36, -4.40], "e_above_lowest_kj_mol": 0.00, "s2": 2.04, "species": ["V", "S", "P", "C", "P", "S", "C", "C", "C", "C", "C", "C", "C", "C", "C", "C", "C", "C", "C", "C", "C", "C", "C", "C", "C", "C", "C", "C", "C", "C", "H", "H", "H", "H", "H", "H", "H", "H", "H", "H", "H", "H", "H", "H", "H", "H", "H", "H", "H", "H", "O", "C", "S", "C", "C", "S", "S", "S", "Br", "C", "C", "C", "C", "N", "C", "H", "H", "H", "H"], "xyz": [[0.633022, -2.234736, -0.123275], [-2.619670, 0.310587, -1.738498], [-1.183939, 0.629765, -0.400411], [0.266807, -0.285520, -0.548613], [1.738726, 0.048724, -1.323461], [2.586418, -1.781876, -1.552197], [1.633810, 0.847600, -2.952513], [0.491273, 0.609387, -3.713109], [0.383079, 1.139554, -4.992349], [1.417733, 1.898608, -5.521575], [2.568254, 2.118726, -4.775372], [2.680777, 1.589739, -3.496815], [2.817891, 1.132724, -0.337156], [3.692692, 0.561203, 0.585129], [4.414072, 1.368112, 1.453491], [4.262295, 2.748463, 1.411347], [3.379795, 3.319906, 0.507083], [2.653309, 2.516908, -0.362783], [-1.831476, 0.328090, 1.281967], [-3.203457, 0.294385, 1.517267], [-3.685326, 0.016547, 2.789113], [-2.801515, -0.235565, 3.832177], [-1.433012, -0.198737, 3.603620], [-0.950871, 0.085738, 2.332136], [-0.749360, 2.415931, -0.401724], [-0.827356, 3.134914, -1.592345], [-0.382226, 4.449405, -1.653529], [0.128282, 5.067087, -0.518559], [0.194861, 4.362380, 0.674901], [-0.233297, 3.042088, 0.732352], [-0.324248, 0.035204, -3.293712], [-0.516599, 0.961229, -5.568930], [1.330828, 2.315545, -6.517998], [3.382646, 2.702665, -5.188432], [3.584593, 1.757992, -2.923708], [3.800175, -0.516575, 0.618423], [5.091295, 0.915467, 2.167201], [4.824233, 3.376892, 2.091909], [3.239699, 4.394505, 0.483178], [1.943429, 2.971464, -1.041995], [-3.880075, 0.451207, 0.685705], [-4.754302, -0.023948, 2.962696], [-3.180961, -0.476164, 4.818709], [-0.735245, -0.419714, 4.402268], [0.114473, 0.082073, 2.140838], [-1.248956, 2.656763, -2.467614], [-0.441872, 4.992253, -2.589820], [0.467337, 6.095596, -0.564996], [0.589384, 4.835379, 1.566777], [-0.153561, 2.500705, 1.664217], [-0.785607, -7.003699, 4.318545], [-0.322664, -6.211710, 3.533619], [-0.076365, -6.541444, 1.813074], [0.578152, -4.969174, 1.364689], [0.670124, -4.056557, 2.358187], [1.224600, -2.415470, 2.149342], [0.125686, -4.550395, 3.955221], [1.053714, -4.708699, -0.282504], [-4.030755, -4.021354, 3.046296], [-3.252215, -3.665317, 1.362368], [-3.881419, -4.060805, 0.196602], [-3.275079, -3.754731, -1.008882], [-2.075372, -3.070721, -0.992392], [-1.449204, -2.746969, 0.139725], [-2.032819, -3.020723, 1.307791], [-4.825117, -4.587851, 0.237514], [-3.732133, -4.025217, -1.950286], [-1.580446, -2.784793, -1.910394], [-1.506943, -2.713066, 2.200441]], "forces_ev_per_angstrom": [[0.5826, -0.0329, 0.1509], [0.0425, 0.0206, 0.0185], [-0.0655, 0.0464, -0.0784], [-0.0675, -0.3711, -0.0731], [-0.2827, -0.1344, -0.0141], [-0.0238, 0.1639, 0.1077], [0.0380, -0.0164, -0.1056], [0.0653, 0.1457, -0.0742], [0.0133, -0.0185, 0.0599], [-0.0111, -0.0115, -0.0030], [0.0388, -0.0090, 0.0459], [-0.0614, 0.0105, -0.0212], [-0.0280, 0.0260, 0.0683], [0.0614, 0.0765, -0.0020], [-0.0253, -0.0375, -0.0205], [0.0055, -0.0204, 0.0132], [0.0003, 0.0009, -0.0713], [0.1453, -0.0885, 0.0394], [0.0504, 0.0249, -0.0040], [-0.0032, -0.0504, 0.0360], [-0.0060, -0.0063, -0.0330], [0.0235, 0.0022, -0.0077], [-0.0189, 0.0290, -0.0090], [-0.0383, 0.1020, 0.0071], [0.0837, 0.0000, 0.0833], [0.0097, 0.0551, 0.0068], [-0.0093, -0.0483, -0.0062], [-0.0227, 0.0020, 0.0079], [-0.1298, -0.0089, 0.0496], [-0.0660, 0.0936, -0.1155], [-0.0480, -0.0298, 0.0460], [0.0180, 0.0077, 0.0041], [0.0018, -0.0026, 0.0145], [-0.0275, -0.0167, 0.0043], [-0.0187, 0.0024, 0.0194], [-0.0050, -0.0010, -0.0021], [-0.0074, 0.0074, -0.0053], [0.0011, -0.0045, -0.0091], [0.0113, -0.0338, -0.0021], [0.0392, 0.0055, -0.0796], [0.0073, 0.0134, 0.0181], [0.0216, -0.0068, -0.0030], [0.0117, 0.0009, -0.0314], [-0.0139, 0.0030, -0.0127], [-0.0421, 0.0190, 0.0169], [0.0046, -0.0215, 0.0033], [0.0052, -0.0116, 0.0243], [-0.0011, -0.0203, 0.0056], [-0.0010, -0.0114, -0.0249], [-0.0105, -0.0483, 0.0557], [0.1436, 0.0647, -0.0759], [-0.2271, 0.0070, 0.0130], [0.0423, 0.0513, 0.0686], [-0.0449, -0.0035, 0.1886], [-0.0645, -0.1965, -0.0407], [0.0573, -0.0472, -0.0603], [0.0473, -0.0580, -0.0059], [-0.1222, 0.3693, -0.1978], [0.0148, -0.0037, -0.0228], [-0.0842, -0.0444, 0.0604], [-0.0224, -0.0162, 0.0395], [-0.0781, 0.1314, -0.0035], [0.0157, -0.1330, -0.0103], [0.0057, -0.0155, 0.0174], [0.0520, 0.0783, -0.0549], [0.0073, -0.0026, -0.0103], [0.0070, 0.0243, 0.0151], [0.0294, -0.0118, -0.0368], [-0.0262, 0.0103, 0.0187]]}